Record 1
The following is a DFT calculation (ωB97M-V with the def2-TZVPD basis set) of C33H26Cl2CuN3O2S2Te as an isolated structure.

Properties
ΔE to the lowest compared entry with this formula, charge and spin ... 0.0 kcal/mol
2S+1 ... 2
Expectation value of S² ... 0.7529
Orbital gap (spin up / spin down) ... 0.2628 / 0.2607 hartree
Net charge ... -1

Each line ends with the Löwdin spin population.
CARTESIAN COORDINATES (ANGSTROEM)
Cu1 1.115 -1.250 0.874  0.7375
C1 -2.772 -1.254 2.630  0.0029
C2 -1.670 -1.537 1.650  0.0011
N1 -0.599 -0.828 1.691  0.0655
N2 -0.564 0.213 2.628  0.0054
C3 0.398 0.061 3.482  0.0099
S1 1.542 -1.201 3.581  0.0163
S2 0.551 1.265 4.771  0.0042
C4 -0.536 2.609 4.224  0.0007
C5 0.124 3.523 3.229  0.0002
C6 -0.178 3.436 1.876  0.0001
C7 0.472 4.240 0.952  0.0000
C8 1.431 5.150 1.373  0.0001
C9 1.734 5.251 2.725  0.0000
C10 1.088 4.439 3.644  0.0001
C11 -1.798 -2.626 0.670  0.0007
C12 -3.079 -2.970 0.219  -0.0009
C13 -3.296 -3.957 -0.719  -0.0003
C14 -2.193 -4.659 -1.211  -0.0005
C15 -0.921 -4.353 -0.787  0.0032
C16 -0.663 -3.307 0.136  0.0036
O1 0.576 -3.038 0.423  0.0568
H1 -2.355 -1.283 3.638  -0.0001
H2 -3.577 -1.980 2.558  0.0003
H3 -3.161 -0.246 2.476  -0.0002
H4 -0.772 3.152 5.142  0.0000
H5 -1.461 2.189 3.831  0.0001
H6 -0.898 2.700 1.545  0.0000
H7 0.246 4.125 -0.101  0.0000
H8 1.952 5.764 0.648  0.0000
H9 2.485 5.955 3.063  0.0000
H10 1.345 4.503 4.696  0.0000
H11 -3.929 -2.414 0.593  0.0000
H12 -4.297 -4.175 -1.066  0.0000
H13 -2.334 -5.448 -1.942  0.0001
H14 -0.058 -4.882 -1.170  0.0001
Cl1 2.278 2.717 -1.969  0.0001
C17 3.316 1.553 -1.205  0.0007
C18 4.700 1.658 -1.413  0.0006
C19 5.577 0.759 -0.877  -0.0007
Cl2 7.291 0.949 -1.144  0.0000
C20 5.098 -0.333 -0.115  0.0010
C21 5.888 -1.347 0.466  -0.0022
C22 5.290 -2.367 1.156  0.0020
C23 3.891 -2.398 1.265  0.0023
N3 3.144 -1.461 0.739  0.0413
C24 3.706 -0.425 0.075  0.0025
C25 2.756 0.551 -0.418  0.0040
O2 1.513 0.413 -0.138  0.0412
H15 5.071 2.479 -2.013  0.0001
H16 6.964 -1.303 0.361  -0.0001
H17 5.878 -3.150 1.614  0.0004
H18 3.372 -3.189 1.793  0.0008
C26 -3.221 1.715 -2.449  0.0000
Te1 -2.260 0.988 -0.671  -0.0002
C27 -1.474 -0.509 -1.975  -0.0002
C28 -2.386 -0.527 -3.174  0.0000
C29 -2.395 -1.611 -4.048  0.0000
C30 -3.238 -1.626 -5.148  0.0000
C31 -4.084 -0.550 -5.385  0.0000
C32 -4.081 0.531 -4.517  0.0000
C33 -3.240 0.550 -3.407  0.0000
H19 -2.655 2.550 -2.861  0.0000
H20 -4.228 2.056 -2.215  0.0000
H21 -1.483 -1.470 -1.466  -0.0001
H22 -0.447 -0.251 -2.234  0.0000
H23 -1.744 -2.454 -3.848  0.0000
H24 -3.243 -2.479 -5.814  0.0000
H25 -4.752 -0.558 -6.238  0.0000
H26 -4.746 1.369 -4.694  0.0000

***

Record 2
The following is a DFT calculation (ωB97M-V with the def2-TZVPD basis set) of a 5-piece molecular cluster, C33H26F41N4O5 overall.

Properties
Orbital gap ... 0.2724 hartree
Net charge ... +1

Each line ends with the Mulliken charge.
CARTESIAN COORDINATES (ANGSTROEM)
C1 -0.070 3.078 5.761  -0.8432
C2 -0.068 4.078 4.424  0.6617
C3 0.979 3.668 3.227  -0.6590
N1 -0.895 5.174 4.430  -1.0500
N2 -1.838 5.091 3.374  1.0171
C4 -1.840 6.298 2.470  -0.0650
C5 -2.917 6.289 1.190  0.3744
C6 -3.010 7.578 0.177  -1.1490
C7 -3.858 4.913 1.052  0.2164
N3 -4.858 4.743 -0.066  -0.3418
C8 -4.166 4.336 -1.190  0.6369
O1 -3.835 3.740 -2.365  -0.4673
C9 -3.573 3.788 2.258  -0.0293
C10 -4.467 2.372 2.289  0.6949
F1 -3.490 1.340 2.806  -0.3004
F2 -4.847 1.898 0.931  -0.2640
C11 -5.691 2.401 3.377  0.6247
F3 -6.123 0.989 3.662  -0.2778
F4 -5.093 2.893 4.669  -0.2588
C12 -6.953 3.371 2.993  0.4441
F5 -8.192 2.638 3.453  -0.2633
F6 -7.148 3.618 1.547  -0.2259
C13 -6.983 4.819 3.760  0.5999
F7 -5.762 5.641 3.605  -0.1842
F8 -8.095 5.608 3.108  -0.2402
F9 -7.304 4.760 5.205  -0.2086
N4 -2.583 3.954 3.361  -0.5618
H1 -0.990 3.369 6.426  0.2987
H2 -0.083 1.965 5.383  0.2408
H3 0.964 3.243 6.333  0.3468
H4 0.736 4.285 2.260  0.2390
H5 2.086 3.902 3.608  0.3707
H6 0.893 2.500 3.057  0.1233
H7 -1.136 7.223 2.624  0.3994
H8 -3.990 7.515 -0.470  0.3486
H9 -3.146 8.543 0.867  0.3673
H10 -2.028 7.743 -0.441  0.3371
C14 1.806 2.763 -3.310  -0.8677
C15 1.974 1.389 -2.649  1.0192
C16 1.676 0.187 -3.542  0.0412
F10 0.424 0.206 -4.052  -0.2409
F11 1.785 -0.970 -2.839  -0.1974
F12 1.238 1.357 -1.504  -0.2105
F13 3.281 1.294 -2.243  -0.3611
O2 0.543 3.418 -3.134  -0.3889
C17 -0.501 2.972 -4.000  0.7105
C18 -1.600 2.190 -3.266  0.7844
F14 -1.093 1.173 -2.521  -0.1020
F15 -2.470 1.625 -4.147  -0.2945
F16 0.052 2.281 -5.026  -0.2500
F17 -1.033 4.094 -4.553  -0.2828
H11 2.524 3.432 -2.820  0.4014
H12 2.114 2.757 -4.364  0.3602
H13 2.387 0.134 -4.377  0.3234
H14 -2.165 2.842 -2.598  -0.3483
C19 0.718 -3.285 0.064  -0.7355
C20 -0.302 -4.218 0.728  0.8943
C21 -1.557 -3.542 1.275  0.0497
F18 -1.283 -2.579 2.184  -0.1896
F19 -2.353 -4.445 1.903  -0.3012
F20 0.329 -4.953 1.686  -0.2726
F21 -0.697 -5.126 -0.222  -0.3050
O3 1.789 -2.804 0.886  -0.3380
C22 1.461 -1.700 1.730  0.6897
C23 1.423 -2.070 3.219  0.3178
F22 0.624 -3.143 3.458  -0.2260
F23 0.925 -1.047 3.965  -0.2518
F24 0.307 -1.143 1.287  -0.2512
F25 2.427 -0.767 1.518  -0.2780
H15 1.222 -3.877 -0.710  0.4285
H16 0.235 -2.468 -0.489  0.2689
H17 -2.143 -3.092 0.463  0.2666
H18 2.421 -2.310 3.590  0.1433
C24 -1.224 -5.713 -6.631  -0.7105
C25 -0.209 -6.630 -5.936  0.8831
C26 -0.667 -7.241 -4.614  0.0839
F26 -1.020 -6.311 -3.698  -0.1797
F27 0.330 -7.971 -4.053  -0.2815
F28 0.968 -5.959 -5.797  -0.2627
F29 0.062 -7.660 -6.801  -0.3316
O4 -1.112 -4.308 -6.372  -0.4016
C27 -1.688 -3.866 -5.143  0.6089
C28 -0.640 -3.424 -4.112  0.7176
F30 0.312 -4.372 -3.912  -0.2485
F31 -1.214 -3.193 -2.899  -0.2650
F32 -2.518 -4.833 -4.681  -0.2616
F33 -2.486 -2.813 -5.460  -0.2811
H19 -1.036 -5.802 -7.708  0.4141
H20 -2.256 -6.066 -6.505  0.3237
H21 -1.522 -7.912 -4.770  0.2572
H22 -0.137 -2.510 -4.432  -0.0989
C29 7.018 -2.773 0.189  -0.7342
C30 5.998 -3.706 0.853  0.8754
C31 4.743 -3.030 1.399  0.3715
F34 5.017 -2.067 2.309  -0.2705
F35 3.947 -3.933 2.027  -0.2807
F36 6.629 -4.441 1.810  -0.2814
F37 5.603 -4.614 -0.098  -0.3219
O5 8.089 -2.292 1.011  -0.3997
C32 7.761 -1.188 1.854  0.7101
C33 7.723 -1.558 3.344  0.2171
F38 6.924 -2.631 3.583  -0.1819
F39 7.225 -0.535 4.090  -0.2599
F40 6.607 -0.631 1.412  -0.2550
F41 8.727 -0.255 1.643  -0.2975
H23 7.522 -3.365 -0.585  0.4498
H24 6.535 -1.957 -0.365  0.3532
H25 4.157 -2.580 0.588  0.1371
H26 8.721 -1.798 3.714  0.2442

***

Question: The highest net charge belongs to which entry?
Answer: C33H26F41N4O5

***

Question: Which value of net charge does entry 1 give?
Answer: -1

***

Question: The highest net charge belongs to which entry?
Answer: C33H26F41N4O5

***

Question: The lowest net charge belongs to which entry?
Answer: C33H26Cl2CuN3O2S2Te